# C32H88HfI3N8O8

C32H88HfI3N8O8 as an isolated structure (the ωB97M-V functional and the def2-TZVPD basis, the Open Molecules 2025 dataset).

Last column: Löwdin charge in e.
Positions of all 140 atoms, in Å:
Hf -2.805 -1.264 2.855  0.486
I -0.280 -0.955 1.586  0.398
I -5.438 -0.940 3.501  0.258
I -2.330 -2.693 5.108  0.210
C 3.708 1.445 -2.176  -0.045
C 3.112 2.184 -0.936  -0.416
C 3.897 1.885 0.374  -0.153
O 3.453 2.861 1.322  -0.244
C 4.299 3.211 2.355  -0.117
N 3.000 3.578 -1.279  0.055
H 4.574 1.946 -2.644  0.082
H 2.979 1.370 -2.999  0.073
H 4.024 0.422 -1.953  0.044
H 2.142 1.797 -0.697  0.110
H 5.018 1.955 0.264  0.140
H 3.612 0.923 0.770  0.109
H 4.373 2.420 3.070  0.077
H 3.923 4.110 2.824  0.077
H 5.311 3.270 1.923  0.098
H 3.889 3.964 -1.539  0.069
H 2.691 4.113 -0.471  0.053
C 3.731 -3.991 -1.944  -0.048
C 3.827 -2.745 -1.022  -0.419
C 3.587 -3.149 0.418  -0.223
O 3.189 -1.997 1.154  -0.272
C 3.082 -2.177 2.581  -0.135
N 5.049 -1.966 -1.308  0.043
H 4.598 -4.590 -1.687  0.073
H 3.821 -3.722 -2.999  0.078
H 2.790 -4.531 -1.736  0.069
H 2.951 -2.069 -1.173  0.139
H 4.418 -3.665 0.856  0.124
H 2.698 -3.771 0.464  0.105
H 4.054 -2.292 3.080  0.083
H 2.468 -3.059 2.883  0.081
H 2.642 -1.167 2.836  0.064
H 5.950 -2.463 -1.401  0.088
H 5.216 -1.162 -0.744  0.044
C -0.463 -5.353 -0.141  -0.035
C -0.649 -6.157 1.199  -0.428
C 0.660 -6.989 1.430  -0.158
O 0.749 -8.019 0.381  -0.214
C 2.015 -8.404 0.062  -0.160
N -0.930 -5.373 2.338  0.025
H 0.330 -5.815 -0.772  0.081
H -0.136 -4.300 -0.006  0.067
H -1.353 -5.476 -0.702  0.046
H -1.416 -6.914 1.031  0.139
H 0.675 -7.479 2.420  0.122
H 1.642 -6.416 1.392  0.130
H 2.561 -7.522 -0.362  0.089
H 2.014 -9.133 -0.758  0.095
H 2.521 -8.787 0.968  0.098
H -1.175 -6.074 3.107  0.130
H -0.044 -4.970 2.631  0.082
C -0.816 -2.778 -4.231  -0.048
C -1.826 -1.750 -3.763  -0.416
C -3.267 -2.239 -3.627  -0.185
O -3.524 -3.331 -2.757  -0.208
C -4.273 -4.275 -3.373  -0.154
N -1.434 -1.135 -2.506  0.062
H 0.137 -2.238 -4.356  0.086
H -1.050 -3.251 -5.190  0.087
H -0.731 -3.525 -3.461  0.066
H -1.969 -0.983 -4.581  0.160
H -3.718 -2.435 -4.610  0.131
H -3.858 -1.468 -3.173  0.109
H -4.429 -5.106 -2.712  0.072
H -3.818 -4.724 -4.253  0.101
H -5.281 -3.849 -3.558  0.114
H -1.445 -1.883 -1.829  0.064
H -0.535 -0.736 -2.520  0.065
C -4.516 -4.547 0.173  0.024
C -3.489 -3.350 0.582  -0.350
C -4.166 -2.113 0.130  -0.153
O -3.364 -1.016 0.747  -0.509
C -3.211 0.130 -0.129  -0.078
N -3.268 -3.353 2.049  -0.129
H -5.381 -4.485 0.805  0.080
H -3.989 -5.454 0.191  0.059
H -4.869 -4.344 -0.845  0.058
H -2.507 -3.477 0.137  0.113
H -5.139 -2.023 0.515  0.087
H -4.359 -2.020 -0.918  0.120
H -2.701 0.942 0.411  0.061
H -4.214 0.480 -0.485  0.129
H -2.579 -0.145 -0.916  0.023
H -4.189 -3.426 2.503  0.030
H -2.624 -4.102 2.399  0.039
C -1.083 2.518 -2.057  -0.061
C -1.400 3.660 -3.023  -0.422
C -2.918 3.706 -3.189  -0.208
O -3.270 2.453 -3.727  -0.212
C -4.659 2.300 -3.859  -0.123
N -0.863 4.849 -2.377  0.054
H -1.390 2.841 -1.101  0.053
H 0.037 2.452 -2.059  0.088
H -1.570 1.586 -2.252  0.040
H -1.076 3.282 -4.014  0.147
H -3.202 4.409 -3.994  0.137
H -3.439 3.871 -2.274  0.116
H -5.045 2.292 -2.835  0.078
H -4.988 1.417 -4.419  0.088
H -5.256 3.109 -4.319  0.091
H -0.876 5.633 -3.003  0.070
H 0.117 4.775 -2.127  0.061
C -3.003 3.037 4.139  -0.034
C -2.408 1.975 3.210  -0.363
C -0.994 2.423 2.793  -0.200
O -0.101 2.405 4.004  -0.203
C 1.197 3.015 3.664  -0.047
N -2.325 0.653 4.011  -0.148
H -4.083 3.075 4.007  0.085
H -2.587 4.048 3.909  0.107
H -2.723 2.805 5.157  0.083
H -3.031 1.862 2.302  0.120
H -1.229 3.314 2.366  0.081
H -0.576 1.839 1.996  0.022
H 1.150 4.150 3.677  0.101
H 1.530 2.604 2.732  0.062
H 1.779 2.688 4.545  0.102
H -1.355 0.649 4.372  0.076
H -2.902 0.777 4.894  0.095
C 0.580 6.177 1.545  -0.040
C 2.080 6.450 1.744  -0.429
C 2.750 6.838 0.457  -0.238
O 4.146 6.756 0.687  -0.188
C 4.809 7.295 -0.441  -0.113
N 2.182 7.495 2.744  0.033
H 0.176 5.688 2.365  0.027
H 0.321 5.636 0.704  0.039
H 0.040 7.146 1.494  0.100
H 2.622 5.605 2.203  0.115
H 2.547 7.911 0.127  0.140
H 2.441 6.366 -0.476  0.105
H 4.551 8.364 -0.604  0.099
H 4.524 6.714 -1.305  0.071
H 5.908 7.152 -0.329  0.102
H 1.906 8.403 2.313  0.094
H 3.142 7.635 3.037  0.073

Forces on the atoms, in the same order (eV/Å):
1.028 0.204 -0.177
-0.118 -0.275 0.266
-0.569 0.390 -0.085
0.377 -0.178 0.399
-0.326 -0.211 0.050
1.641 -0.683 -0.567
0.632 1.279 0.074
-1.286 -0.014 -1.124
1.204 -0.596 -0.654
-0.802 0.485 0.374
-0.214 0.101 0.614
-0.009 0.115 0.435
-0.058 0.072 0.103
-0.886 -0.155 -0.282
-0.892 -0.052 -0.056
0.178 -0.746 -0.098
-0.120 -0.638 0.944
0.276 0.258 -0.003
0.010 0.782 0.428
0.500 0.076 -0.194
0.078 -0.134 -0.046
0.056 0.964 0.692
-0.262 0.523 -0.417
-0.943 0.510 0.234
0.768 -0.166 0.715
-0.284 1.251 -0.712
0.245 -1.004 -0.648
0.021 -0.564 -0.076
-0.181 0.028 0.165
0.523 0.126 -0.242
0.593 -0.235 -0.471
0.720 -0.259 0.416
-0.099 -0.824 -0.224
0.014 0.076 -0.295
-0.010 0.720 -0.364
0.247 -1.486 0.513
-1.103 -0.050 0.178
-0.294 0.411 0.609
1.376 -0.450 0.777
2.533 -1.357 -2.407
0.956 -1.008 -1.121
-2.479 1.408 1.266
1.893 0.503 -0.349
-1.041 -0.473 2.518
-0.495 0.069 0.579
-0.560 -0.464 0.156
-0.995 0.543 -0.714
-0.181 0.127 0.084
-0.292 0.002 -0.233
-1.262 0.032 -0.093
0.135 -0.497 0.472
-0.263 -0.107 0.482
0.250 -0.045 -0.580
0.403 1.468 -1.063
-0.169 0.423 0.249
0.202 0.528 -0.472
-0.955 0.538 -1.215
-0.344 0.138 -0.162
2.243 0.682 0.720
-1.938 -1.257 -0.449
-1.554 -0.414 0.008
-0.149 -0.451 0.103
-0.135 0.067 0.168
0.289 -0.529 0.248
0.479 -0.326 0.971
0.352 -0.090 0.103
-0.188 1.177 -0.095
-0.025 -0.449 0.569
0.021 0.323 -0.470
0.271 -0.431 -0.531
0.301 -0.119 0.447
1.328 0.446 -0.128
1.265 2.951 -0.577
-1.490 -2.866 -0.513
1.179 1.005 1.238
-1.123 -0.079 -1.081
-1.177 1.197 1.097
-0.478 0.452 0.062
-0.283 -0.299 0.587
0.360 -1.423 0.229
0.202 -0.187 0.229
-0.018 -0.028 -0.324
-1.402 0.073 1.155
1.086 0.187 -0.818
-0.344 -0.383 0.014
0.788 -0.351 0.365
0.712 -0.448 -1.402
0.384 -0.494 0.028
-0.303 0.383 -0.662
1.702 0.501 -0.706
-0.679 -1.570 0.721
0.650 0.230 -1.810
-0.381 -0.853 -0.908
-1.057 0.302 0.723
-0.102 0.312 -0.751
-0.279 0.422 1.449
-0.849 -0.456 0.221
-0.013 -0.555 -0.555
0.588 0.947 0.143
0.014 0.519 0.734
-0.440 0.445 0.911
-0.470 -0.476 0.090
0.761 -0.117 0.342
0.899 0.332 -0.221
-0.272 0.500 -0.309
0.043 -0.566 0.017
0.132 0.705 -0.769
0.802 -0.357 0.948
0.337 -2.724 2.711
-1.218 0.976 -2.817
-1.253 0.271 2.085
-0.297 0.987 0.767
-0.070 0.016 0.336
-0.394 -0.780 0.125
-0.090 0.136 0.320
0.260 -0.173 0.463
0.230 3.445 -0.792
0.445 -0.670 -0.147
-0.092 -1.337 -0.240
0.520 -0.016 -0.456
0.287 0.274 -0.783
-0.289 -0.083 -0.204
0.663 -0.372 -1.479
0.941 2.388 0.326
-0.866 -0.045 0.149
0.651 1.736 -0.600
-0.009 0.133 -0.592
1.005 -0.045 0.325
-0.130 1.460 0.080
-0.667 -0.935 1.779
-0.249 -1.198 -1.986
0.351 -0.387 -0.105
-0.390 -0.036 -0.643
-0.231 -0.676 0.990
0.052 -1.130 0.085
0.212 -0.515 0.132
-0.191 -0.057 -0.665
-0.792 0.327 0.172
0.129 -0.891 0.519
0.077 -0.137 -0.059

Output
charge: +1
highest occupied orbital energy: -0.3976 Ha

---

# C4H6N2

A single C4H6N2 molecule (the ωB97M-V functional and the def2-TZVPD basis, the Open Molecules 2025 dataset).

Last column: natural (NBO) charge in e.
Positions of all 12 atoms, in Å:
N -1.153 0.266 1.643  -0.814
C -0.434 0.168 0.447  0.309
C -0.841 -0.062 -0.839  -0.373
C 0.360 -0.338 -1.581  -0.303
C 1.415 -0.181 -0.747  -0.076
N 0.940 0.150 0.502  -0.550
H -0.763 0.935 2.291  0.370
H -2.127 0.481 1.482  0.381
H -1.864 0.009 -1.197  0.220
H 0.556 -1.050 -2.353  0.223
H 2.465 -0.259 -0.975  0.208
H 1.446 -0.119 1.327  0.405

Forces on the atoms, in the same order (eV/Å):
-0.100 0.223 -0.018
0.073 0.016 0.144
-0.012 -0.105 0.087
0.280 -0.606 0.404
0.097 0.021 0.051
-0.097 0.116 0.217
-0.024 0.096 -0.027
0.021 -0.074 0.030
0.304 -0.263 0.083
-0.559 0.527 -1.407
0.023 -0.247 0.252
-0.004 0.296 0.184

Output
SMILES: Nc1ccc[nH]1
highest occupied orbital energy: -0.2749 Ha

---

# C5H6O

A single C5H6O molecule (the ωB97M-V functional and the def2-TZVPD basis, the Open Molecules 2025 dataset).

Last column: natural (NBO) charge in e.
Positions of all 12 atoms, in Å:
C -2.846 -0.931 0.585  -0.143
C -1.874 -0.413 0.093  -0.133
C -0.664 0.167 -0.493  0.518
O -0.657 0.571 -1.635  -0.495
C 0.548 0.228 0.416  -0.490
C 1.855 0.229 -0.371  -0.606
H -3.714 -1.389 1.002  0.238
H 0.447 1.149 1.007  0.236
H 0.501 -0.599 1.132  0.223
H 2.709 0.359 0.299  0.213
H 1.858 1.034 -1.110  0.227
H 1.982 -0.716 -0.907  0.212

Forces on the atoms, in the same order (eV/Å):
0.606 0.322 -0.302
-0.632 -0.313 0.299
0.078 0.105 -0.231
-0.025 -0.160 0.372
0.032 -0.028 -0.003
0.041 0.025 -0.039
0.067 0.052 -0.027
-0.026 -0.121 -0.069
-0.017 0.098 -0.101
-0.123 -0.007 -0.078
0.017 -0.112 0.114
-0.017 0.138 0.063

Output
SMILES: C#CC(=O)CC
highest occupied orbital energy: -0.3792 Ha

---

# C3H5NO2S2

A single C3H5NO2S2 molecule (the ωB97M-V functional and the def2-TZVPD basis, the Open Molecules 2025 dataset).

Last column: natural (NBO) charge in e.
Positions of all 13 atoms, in Å:
O -0.242 -1.164 -1.661  -0.584
C 0.760 -1.024 -1.002  0.781
O 1.783 -1.881 -0.983  -0.672
C 1.053 0.168 -0.100  -0.344
N -0.101 1.019 0.075  -0.587
C -1.067 0.716 0.964  -0.053
S -1.020 -0.521 2.053  -0.148
S -2.438 1.847 0.832  0.032
H 1.539 -2.615 -1.594  0.502
H 1.411 -0.186 0.877  0.265
H 1.843 0.764 -0.563  0.235
H -0.335 1.642 -0.669  0.404
H -3.186 1.236 1.770  0.168

Forces on the atoms, in the same order (eV/Å):
0.758 0.054 0.397
-0.813 0.284 -0.105
-0.142 -0.782 -0.613
-0.011 0.202 0.084
0.150 -0.607 0.511
-0.409 -0.034 0.173
0.077 0.238 -0.212
0.107 -0.205 0.139
0.249 0.514 0.481
-0.162 0.115 -0.362
0.046 -0.131 0.022
-0.039 0.298 -0.357
0.190 0.054 -0.160

Output
SMILES: O=C(O)CNC(=S)S
highest occupied orbital energy: -0.3182 Ha